1.
A gas-phase ion, C4H9N2 (charge +1) in a non-equilibrium geometry, computed with ωB97M-V/def2-TZVPD.

Element x y z (Å)
N  1.09319  -1.31657  -0.56864
C  0.19517  -0.08669  -0.38560
C  0.43635  0.96343  0.66133
C  -1.12443  0.97531  0.92264
N  -1.26068  -0.35992  -0.18707
C  -0.80574  0.23015  -1.44886
H  0.67014  -2.22081  -0.19242
H  2.03337  -0.91923  -0.23922
H  1.18642  -1.54734  -1.58666
H  0.67365  1.98318  0.47491
H  1.14464  0.55076  1.36195
H  -1.44975  0.63849  1.86670
H  -1.69953  1.79856  0.54777
H  -1.03846  1.29711  -1.71412
H  -1.00925  -0.47833  -2.32424

The calculation puts the HOMO-LUMO gap at 10.5 eV. The total energy comes out at -266.95327 hartree. As for the charge: +1. The SMILES is [NH3+][C@]12CCN1C2. As for the energy above the lowest of the compared OMol25 structures with the same formula, charge and spin: 383.4 kJ/mol.

---

2.
A molecular structure, C12H14NO2 in a non-equilibrium geometry, computed with ωB97M-V/def2-TZVPD.

Element x y z (Å)
C  0.09503  -4.14277  0.36131
C  -0.03233  -0.62534  -0.53431
C  -0.04718  -1.99804  -0.94142
C  0.61038  -2.76153  0.09883
C  1.06767  -1.79354  0.95410
C  -0.68572  0.37091  -1.30689
C  -1.51565  -0.05457  -2.30883
C  -1.54451  -1.42997  -2.71104
C  -0.85278  -2.40214  -2.01184
N  0.80351  -0.50771  0.55195
H  -0.42083  1.37921  -1.03352
H  -2.15244  0.52260  -2.96717
H  1.24713  0.61471  1.09697
H  -2.09371  -1.66122  -3.61980
H  1.66414  -1.89323  1.84932
H  -0.85042  -3.43489  -2.35021
H  -0.34156  -4.63518  -0.50388
H  -0.80476  -4.02631  1.00207
H  0.85677  -4.70627  0.89960
C  0.72586  3.23448  0.82157
C  -0.51421  3.97445  1.34118
C  1.66599  2.64973  1.83387
O  1.53718  1.35253  2.03276
O  2.45996  3.33245  2.45845
H  0.26278  2.39703  0.31578
H  1.25349  3.77060  0.03634
H  -0.22040  4.66785  2.14006
H  -1.10282  3.20270  1.84213
H  -1.07059  4.60346  0.65262

The calculation puts the HOMO-LUMO gap at 7.6 eV. The total energy comes out at -670.95072 hartree. As for the charge: -1. As for the energy above the lowest of the compared OMol25 structures with the same formula, charge and spin: 111.0 kJ/mol.